Density functional theory data (wB97M-V/def2-TZVPD) for a structure of composition C12H33AlO13S4 at a distorted geometry.

Last column: natural (NBO) charge in e.
Atoms and positions in Å:
Al (-1.7452, -1.2244, 3.4402)  1.3478
O (-1.7150, -0.3912, 0.8935)  -0.5579
H (-1.7905, -0.3908, -0.0787)  0.4603
O (-4.2789, 3.7869, -1.7227)  -0.8908
S (-4.0220, 3.0367, -2.9195)  2.3242
O (-4.2165, 3.5751, -4.2217)  -0.8371
O (-2.4147, 2.5015, -2.8665)  -0.6226
C (-1.7542, 2.3374, -1.6519)  -0.0643
C (-0.3166, 1.9671, -1.9349)  -0.6396
C (-4.8538, 1.4292, -2.8076)  -0.8473
H (-2.2679, 1.5850, -1.0128)  0.1859
H (-1.8033, 3.3023, -1.1213)  0.2351
H (-0.2787, 0.9650, -2.3755)  0.2217
H (0.2423, 1.9452, -0.9993)  0.2160
H (0.1476, 2.6119, -2.6782)  0.2641
H (-4.4767, 0.8652, -1.9589)  0.2242
H (-4.7382, 0.8647, -3.7287)  0.2697
H (-5.8923, 1.7334, -2.6767)  0.2789
O (-0.0963, 1.2737, 3.2260)  -0.9384
S (0.0920, 2.6933, 3.0001)  2.3567
O (0.3318, 3.6020, 4.0830)  -0.8506
O (1.3916, 2.7735, 2.0106)  -0.7165
C (1.8426, 4.1103, 1.6456)  -0.0900
C (2.2692, 4.0914, 0.1975)  -0.6283
C (-1.1472, 3.2847, 1.8464)  -0.8851
H (2.7719, 4.2134, 2.2143)  0.2210
H (1.1426, 4.8969, 1.9122)  0.2090
H (2.9672, 3.3153, -0.1072)  0.2261
H (2.6767, 5.0771, -0.0212)  0.2532
H (1.3963, 3.8412, -0.4208)  0.1911
H (-0.7614, 4.1248, 1.2712)  0.2655
H (-2.0005, 3.6747, 2.4003)  0.2788
H (-1.3807, 2.4616, 1.1777)  0.2352
O (-3.5276, -4.7805, 0.1342)  -0.8678
S (-2.2479, -4.1888, 0.3638)  2.3906
O (-1.9828, -3.4243, 1.5487)  -0.9485
O (-1.0872, -5.2700, 0.2459)  -0.6830
C (-1.1239, -6.2589, -0.8019)  -0.1038
C (0.0847, -6.1833, -1.7158)  -0.6566
C (-1.8382, -3.1857, -1.0622)  -0.8620
H (-2.0560, -6.3688, -1.3553)  0.2203
H (-1.0074, -7.1854, -0.2334)  0.2279
H (0.1655, -5.3331, -2.3945)  0.2094
H (0.2804, -7.1118, -2.2524)  0.2572
H (1.0086, -6.1273, -1.1278)  0.2341
H (-2.5666, -2.3706, -1.0188)  0.2346
H (-2.1365, -3.7753, -1.9282)  0.2768
H (-0.7815, -2.9450, -1.0119)  0.2588
O (2.6217, -2.6158, 0.6687)  -0.8811
S (2.1312, -1.4308, 1.2999)  2.3928
O (1.0279, -1.5198, 2.2206)  -0.9426
O (3.3762, -0.7565, 2.0554)  -0.7048
C (4.7033, -1.0211, 1.5335)  -0.0792
C (5.5818, 0.0738, 2.0904)  -0.6306
C (1.7758, -0.2082, 0.0689)  -0.8957
H (4.7854, -1.0253, 0.4414)  0.1904
H (5.0117, -2.0314, 1.8000)  0.2141
H (5.3241, 1.0382, 1.6621)  0.2104
H (6.6389, -0.1652, 2.0043)  0.2460
H (5.3563, 0.1728, 3.1553)  0.2283
H (0.8302, -0.5029, -0.3738)  0.2307
H (2.5996, -0.1712, -0.6402)  0.2695
H (1.7308, 0.7382, 0.6084)  0.2679

- HOMO level (hartree) = -0.59805
- E_tot (a.u.) = -3289.363919
- total charge = +2

***

Density functional theory data (wB97M-V/def2-TZVPD) for a structure of composition C29H44N6O10RbSi3.

Last column: Mulliken charge in e.
Atoms and positions in Å:
Rb (0.1175, 0.1577, -0.3876)  0.3802
C (-3.2269, -1.0182, 1.1794)  -1.0669
O (-1.8251, -1.1198, 1.2774)  0.2166
Si (-1.0229, -1.6028, 2.6921)  -0.0701
C (-2.1580, -2.8793, 3.5261)  -1.2485
C (-1.2095, -0.1462, 3.8989)  -0.7131
C (0.6409, -2.0545, 2.2428)  1.5373
Si (2.0597, -1.4399, 3.1816)  -0.1253
C (3.7184, -2.0740, 2.5209)  -0.8683
C (2.3041, 0.4422, 3.1993)  -0.4910
C (2.0566, -1.9453, 5.0158)  -1.1667
Si (0.8291, -3.5731, 1.2732)  -0.5691
C (1.2142, -5.1176, 2.3108)  -1.1772
C (2.1912, -3.5087, -0.0444)  -0.1648
C (-0.7384, -4.0162, 0.2926)  -0.4882
H (-3.7127, -1.9803, 1.3762)  0.2411
H (-3.4799, -0.7097, 0.1642)  0.2619
H (-3.6331, -0.2851, 1.8891)  0.2912
H (-3.1380, -2.4396, 3.7413)  0.3085
H (-1.7037, -3.1533, 4.4830)  0.2721
H (-2.3171, -3.8027, 2.9643)  0.3573
H (-2.2621, 0.1352, 4.0058)  0.3783
H (-0.6512, 0.7357, 3.5721)  -0.3535
H (-0.8412, -0.4228, 4.8906)  0.3967
H (3.9001, -1.7283, 1.4993)  0.0549
H (3.7696, -3.1669, 2.5186)  0.2183
H (4.5347, -1.7048, 3.1489)  0.3752
H (2.3354, 0.8504, 2.1850)  -0.2200
H (3.2579, 0.6787, 3.6851)  0.4615
H (1.5213, 0.9768, 3.7443)  0.2462
H (2.0581, -3.0367, 5.0920)  0.2557
H (1.1624, -1.5821, 5.5301)  0.3045
H (2.9315, -1.5639, 5.5536)  0.3267
H (2.1293, -4.9703, 2.8923)  0.2895
H (1.3490, -6.0126, 1.6925)  0.3171
H (0.4026, -5.3092, 3.0187)  0.2799
H (3.1854, -3.6659, 0.3807)  0.4582
H (2.2086, -2.5353, -0.5406)  -0.4444
H (2.0316, -4.2770, -0.8094)  0.4012
H (-1.5884, -4.2686, 0.9322)  0.3409
H (-0.5579, -4.8598, -0.3820)  0.4312
H (-1.0342, -3.1471, -0.3000)  -0.2978
C (-3.2787, -3.5925, -2.6305)  -0.8779
N (-1.9056, -3.2144, -2.9177)  0.2454
C (-0.9965, -4.1058, -3.3694)  -0.1095
C (0.3026, -3.7826, -3.5198)  -0.8314
C (0.6770, -2.4518, -3.1413)  0.6503
N (-0.2066, -1.5797, -2.6923)  -0.3761
C (-1.5094, -1.9160, -2.5322)  0.0953
O (-2.3547, -1.1626, -2.0669)  -0.6974
N (1.9497, -2.0534, -3.2379)  -0.1855
H (-3.4667, -4.5776, -3.0539)  0.3399
H (-3.9625, -2.8652, -3.0609)  0.2724
H (-3.4415, -3.6174, -1.5528)  0.2373
H (-1.3736, -5.0949, -3.5947)  0.2972
H (1.0269, -4.5003, -3.8721)  0.4063
H (2.6725, -2.7370, -3.3699)  0.2467
H (2.2379, -1.2094, -2.7539)  0.1059
O (7.5410, 3.9840, -2.5055)  -0.6601
N (6.3707, 4.3003, -2.3601)  1.0385
O (5.9809, 5.4561, -2.3149)  -0.6536
C (5.4030, 3.2454, -2.1647)  -0.6349
C (5.8188, 1.9152, -2.1716)  -0.5173
C (4.8921, 0.9286, -2.0121)  -0.3690
C (3.4743, 1.1508, -1.7471)  0.5789
O (2.7117, 0.2321, -1.4098)  -0.0668
C (3.1373, 2.5637, -1.8264)  -0.2327
C (4.0683, 3.5598, -1.9984)  -0.2198
N (1.7532, 3.0039, -1.7311)  1.2403
O (1.5314, 4.1472, -1.3713)  -0.6435
O (0.8867, 2.2132, -2.0540)  -0.6834
N (5.3947, -0.4401, -2.0910)  0.9042
O (6.4915, -0.6703, -1.6191)  -0.6069
O (4.7195, -1.2658, -2.6694)  -0.5662
H (6.8616, 1.6726, -2.3126)  0.5854
H (3.7465, 4.5904, -2.0109)  0.6425
C (-1.7978, 3.0779, 2.1739)  -1.4843
C (-0.2911, 3.1265, 2.1274)  0.5047
O (0.3301, 2.4107, 1.3708)  -0.1058
C (0.4324, 4.0705, 3.0341)  0.7345
C (1.8240, 4.1113, 2.9725)  -0.0965
C (2.5319, 4.9677, 3.7966)  -0.8037
C (1.8550, 5.7898, 4.6895)  -0.3766
C (0.4704, 5.7526, 4.7586)  -0.7724
C (-0.2401, 4.8945, 3.9320)  -0.4163
H (-2.1479, 2.3260, 1.4708)  0.1001
H (-2.2175, 4.0526, 1.9188)  0.5418
H (-2.1353, 2.8073, 3.1763)  0.4296
H (2.3268, 3.4525, 2.2787)  0.3593
H (3.6127, 4.9935, 3.7481)  0.3937
H (2.4094, 6.4599, 5.3346)  0.3816
H (-0.0573, 6.3894, 5.4571)  0.3845
H (-1.3204, 4.8683, 3.9948)  0.3338

- HOMO level (hartree) = -0.15069
- E_tot (a.u.) = -3105.013236
- total charge = -1

***

Density functional theory data (wB97M-V/def2-TZVPD) for a cluster of 9 separate species, C28H29F8NO24 in total at a distorted geometry.

Last column: Mulliken charge in e.
Atoms and positions in Å:
C (5.9593, 1.4752, 1.2197)  -0.1932
C (4.8545, 0.6687, 0.4786)  0.2832
O (5.4823, 0.3725, -0.7218)  -0.3934
C (6.3789, 1.3504, -1.0014)  0.6692
O (6.9575, 1.5134, -2.0201)  -0.5052
O (6.6292, 2.0849, 0.1418)  -0.3486
F (3.8084, 1.4941, 0.3135)  0.0066
H (6.7045, 0.8703, 1.7623)  0.3237
H (5.5173, 2.2634, 1.8705)  0.0747
H (4.5774, -0.2793, 0.9170)  0.2235
C (1.1063, 2.9498, 3.5368)  -0.2359
C (2.3508, 2.8946, 4.4228)  0.2299
O (3.2433, 3.7441, 3.7886)  -0.3339
C (2.9717, 3.6847, 2.4486)  0.4856
O (3.7726, 4.0389, 1.6284)  -0.5245
O (1.6926, 3.4074, 2.2956)  -0.1045
F (2.8708, 1.6106, 4.4080)  -0.2644
H (0.4344, 3.7212, 3.9233)  0.3392
H (0.6655, 1.9983, 3.3729)  0.1399
H (2.1989, 3.1403, 5.5165)  0.2641
C (3.3301, 2.6233, -2.7619)  -0.2140
C (3.0074, 3.9492, -2.0434)  0.2751
O (1.9388, 3.5256, -1.2566)  -0.2031
C (1.2831, 2.5591, -1.8641)  0.3337
O (0.1691, 2.1881, -1.5683)  -0.1106
O (1.9944, 2.0357, -2.8861)  -0.3727
F (2.4677, 4.8409, -2.9289)  -0.3259
H (4.0208, 1.9649, -2.2178)  -0.0990
H (3.6949, 2.7947, -3.7507)  0.4170
H (3.8477, 4.4138, -1.5062)  0.3194
C (1.1075, -5.6905, -0.4361)  -0.4090
C (0.3775, -6.4233, 0.6848)  0.1776
O (-0.7234, -5.6156, 1.0333)  -0.2836
C (-0.4407, -4.3639, 0.5719)  0.5779
O (-1.0862, -3.3869, 0.8269)  -0.4649
O (0.6681, -4.3392, -0.2302)  -0.1694
F (1.1724, -6.5527, 1.7892)  -0.2589
H (0.7112, -6.1107, -1.3612)  0.3183
H (2.2098, -5.7719, -0.3620)  0.2888
H (0.0193, -7.4168, 0.4024)  0.2452
C (-1.7008, 3.4657, 0.2035)  0.1509
C (-2.1937, 2.3823, 1.1473)  1.5149
O (-3.3991, 2.9929, 1.5852)  -0.4365
C (-3.3535, 4.3284, 1.4594)  0.4925
O (-4.1682, 5.0897, 1.9510)  -0.5818
O (-2.3835, 4.6944, 0.6053)  -0.3942
F (-1.3781, 2.2134, 2.2318)  -0.3233
H (-2.0053, 2.9781, -0.6916)  0.1641
H (-0.5954, 3.5635, 0.2093)  0.0541
H (-2.2357, 1.4147, 0.6900)  -0.5195
C (-5.3919, -0.3748, -1.1537)  0.1897
C (-5.3327, -1.7523, -1.7744)  0.7918
O (-6.6406, -2.1545, -1.6141)  -0.3505
C (-7.2065, -1.5207, -0.5750)  0.5692
O (-8.3264, -1.7942, -0.1537)  -0.5741
O (-6.4645, -0.4562, -0.1628)  -0.3373
F (-4.4976, -2.5400, -0.9850)  -0.3191
H (-5.7284, 0.3402, -1.9036)  0.1967
H (-4.4853, 0.0233, -0.6894)  -0.1658
H (-5.0320, -1.7045, -2.8073)  0.0284
C (1.9933, -2.2604, 4.2686)  0.1163
C (0.5926, -1.9592, 4.6724)  0.2585
O (0.1417, -3.1936, 5.1526)  -0.3581
C (0.8245, -4.2043, 4.5090)  0.5672
O (0.5012, -5.3236, 4.4316)  -0.4454
O (1.9786, -3.6817, 4.0331)  -0.3743
F (-0.1762, -1.6350, 3.5192)  -0.2650
H (2.7768, -2.1476, 5.0274)  0.3180
H (2.1844, -1.7431, 3.3269)  -0.1027
H (0.3934, -1.2306, 5.4670)  0.2845
C (0.8830, -1.1371, -1.2229)  -0.1534
C (0.5214, -0.7444, 0.2324)  0.6904
O (-0.6425, -0.0316, 0.1665)  0.0360
C (-1.1977, -0.1099, -1.0820)  -0.1006
O (-2.2625, 0.3534, -1.3200)  -0.1888
O (-0.3868, -0.7215, -1.9148)  -0.3353
F (1.5368, 0.0844, 0.6699)  -0.1163
H (1.1073, -2.1806, -1.4791)  0.2688
H (1.6922, -0.5169, -1.5733)  0.0699
H (0.4173, -1.6535, 0.8886)  -0.4763
N (-4.4841, -0.9652, -6.2532)  0.0047
C (-4.8410, 0.1466, -5.4487)  -0.8512
C (-3.8108, 0.3016, -4.5378)  -0.2334
C (-2.7973, -0.6875, -4.7618)  -0.2475
C (-3.2509, -1.4483, -5.8127)  -0.8169
H (-4.9583, -1.3227, -7.0679)  0.1891
H (-5.7302, 0.7182, -5.6756)  0.3901
H (-3.7341, 1.0377, -3.7527)  0.5133
H (-1.9292, -0.8554, -4.1985)  0.6581
H (-2.7699, -2.3052, -6.2729)  0.3725

- HOMO level (hartree) = -0.31295
- E_tot (a.u.) = -3743.903871
- total charge = 0

***

Density functional theory data (wB97M-V/def2-TZVPD) for a cluster of 2 separate species, C2H5IN2 in total at a distorted geometry.

Last column: natural (NBO) charge in e.
Atoms and positions in Å:
C (0.2245, 1.0311, 0.3559)  -0.3251
C (-0.3410, 0.2766, -0.7536)  -0.1817
N (0.8022, -0.2126, -0.1029)  -0.2819
N (0.6738, -1.2168, 0.8706)  -0.5988
I (-0.3846, 0.9573, -2.7702)  0.1641
H (0.6242, 1.9839, 0.0154)  0.2127
H (-0.4714, 1.1271, 1.1745)  0.2112
H (-1.3961, -0.6119, -0.1981)  0.1464
H (-0.4173, -1.2573, 1.1493)  0.3027
H (0.6857, -2.0774, 0.2592)  0.3504

- HOMO level (hartree) = -0.34822
- E_tot (a.u.) = -486.251141
- total charge = 0

***

Q: Which energy relative to the best compared isomer or geometry (same formula, charge and spin) values were calculated for the entries above? A: 54.82; 0.00; 0.00; 66.53, in kcal/mol.
Q: Which gap between HOMO and LUMO values were calculated for the entries above? A: 2.69; 5.82; 8.27; 9.56, in eV.